Entry 1:
Entry from the OMol25 dataset: a molecular structure, C40H60IN2O2PTi in a non-equilibrium geometry (wB97M-V/def2-TZVPD).

Values from the calculation:
**Lowest unoccupied orbital energy (alpha / beta)**: -9.183 / -8.935 eV
**ΔE to the lowest compared entry with this formula, charge and spin**: 0.0000 eV
**Spin multiplicity**: 2
**E_tot**: -3307.8261 a.u.
**Net charge**: +3
**Frontier orbital gap (alpha / beta)**: 5.66 / 5.91 eV
**E_HOMO (alpha / beta)**: -14.841 / -14.843 eV

Geometry as XYZ:
```
107
Properties=species:S:1:pos:R:3:forces:R:3
I -6.975442 -5.083778 1.664145 -0.5 -0.3 0.0
Ti 0.069851 -0.498454 0.031488 -2.5 -0.9 1.1
P 0.841927 0.394699 -2.213880 1.3 0.2 -1.8
O -1.165088 -1.685397 1.249321 -0.5 0.4 -0.8
O -1.891324 -0.877243 -0.653055 1.1 -0.1 0.8
N 1.197598 -2.465951 0.081433 0.6 0.8 -0.1
N 2.543361 -4.969996 0.484569 -1.0 -0.1 0.1
C 1.023902 1.277374 1.392612 -2.0 0.0 0.1
C 0.223673 -0.101483 5.326635 -0.1 0.3 -1.3
C -5.718700 -3.507422 1.367975 0.8 0.8 1.2
C -3.739340 -2.343184 2.156542 -0.2 0.2 0.3
C -0.206008 -0.074137 -3.691299 -1.3 0.6 -0.6
C -0.708426 0.794163 3.044126 -0.7 -0.3 1.0
C 1.717766 -2.817710 1.415684 -0.5 -0.1 0.3
C 3.280994 0.890527 -3.976872 -0.5 0.5 1.3
C -2.073329 1.014361 5.201383 0.6 -0.2 0.5
C 1.836003 -4.667861 -0.812039 -1.0 -0.5 -1.7
C 0.411219 0.145357 -5.091611 -0.8 -1.4 0.0
C 2.663916 0.096645 -2.780749 -0.3 0.4 0.6
C 3.437610 0.581103 -1.532765 0.6 -1.2 -0.8
C 0.765228 2.206658 -1.875025 -0.8 0.0 -0.8
C -1.361018 1.993499 1.046122 -0.4 0.2 -1.1
C 0.370978 4.050301 -0.394517 0.1 1.5 0.9
C -2.988541 3.997920 1.012772 0.7 -0.6 -0.4
C 2.912195 -3.732806 1.374720 -0.1 -2.0 -0.3
C -1.486774 0.784562 -3.583979 -0.4 -0.3 -0.6
C 0.372379 2.697459 -0.614036 0.5 -0.7 -1.0
C -0.677500 -1.558821 -3.611296 -0.2 0.8 1.5
C -1.016058 0.193548 4.427099 -0.2 0.3 0.1
C 0.953578 3.137618 -2.910932 0.4 0.2 -0.4
C -3.697424 1.896322 -0.194720 0.7 0.6 1.0
C -0.042582 1.832544 0.509124 1.8 0.0 1.7
C 2.450030 1.760065 1.381232 1.2 0.1 -0.4
C -4.855974 -3.118723 2.448291 0.4 -0.1 -1.3
C 0.617420 4.987870 -1.382952 -0.2 0.4 -0.5
C 0.688829 -3.656496 -0.638130 0.0 0.3 0.1
C 2.548191 3.037225 2.246679 -0.6 0.8 -1.2
C -3.550081 -1.814000 0.851450 0.6 -0.9 0.7
C -1.602095 1.594952 2.347494 -0.7 -0.1 0.4
C 3.559747 0.820569 1.938077 0.3 0.3 -1.3
C -2.474287 2.736601 0.258359 0.6 0.1 -0.8
C 2.949131 -1.399344 -3.043993 0.0 0.8 -0.5
C 0.866801 4.510877 -2.661820 0.7 -0.1 -0.6
C -2.183315 -1.460426 0.472824 -0.3 0.7 0.1
C -5.662734 -2.818675 0.157110 0.0 0.1 0.2
C 0.542096 0.542826 2.500168 0.4 0.5 -0.8
C -4.583955 -1.979864 -0.072256 -0.3 0.5 -1.1
H -1.478512 -0.765895 4.167996 0.0 -0.1 0.1
H 3.368419 -5.500950 0.228314 0.4 -0.2 0.3
H -0.121864 -0.386397 6.300982 -0.1 0.0 0.5
H 1.215265 2.855454 -3.954300 -0.3 -0.1 1.0
H -3.057496 0.868999 4.804800 -0.6 -0.1 -0.2
H 1.331738 -0.407101 -5.253775 -0.1 -0.2 0.0
H 4.040963 -1.450645 -3.060240 0.0 -0.5 0.1
H 1.683466 3.709411 2.134270 0.4 -0.2 -0.2
H -0.356135 -0.310579 -5.764403 0.7 0.6 0.2
H -6.448890 -2.939015 -0.599313 0.5 -0.1 0.3
H -3.612912 4.544931 0.301624 0.1 0.1 0.3
H 1.922991 -5.629608 0.994267 0.5 0.5 0.0
H -4.053016 1.379310 0.686340 -0.5 -0.3 0.1
H 0.188178 -2.109322 -3.274450 0.1 -0.9 -0.2
H 3.101588 0.121794 -0.595032 0.0 -0.1 -0.2
H 3.796157 -3.351040 0.877573 0.1 0.4 0.2
H 3.163433 -4.169878 2.370290 -0.1 0.6 -0.7
H -1.367681 1.822872 -3.911303 0.1 -0.2 0.2
H 0.890027 -3.279917 1.967764 0.1 0.1 0.0
H 3.183949 1.971166 -3.904930 0.2 0.1 0.6
H 2.694398 2.003501 0.338439 0.0 0.2 0.5
H 0.561500 6.082384 -1.193246 0.2 -1.0 0.0
H -1.508380 -1.654932 -2.873606 0.7 0.0 -0.3
H 1.973396 -2.079918 -0.455956 0.3 -0.2 -0.2
H -1.995235 3.103673 -0.669280 -0.2 -0.1 0.5
H -3.527024 1.201500 -0.998466 0.3 -0.3 -0.2
H 3.342138 1.643640 -1.457390 0.1 0.6 0.1
H 1.991599 -1.922901 1.967305 0.1 0.2 0.0
H -2.529859 1.946661 2.802775 0.2 -0.4 0.0
H -0.172456 -4.036034 -0.054685 0.4 0.0 -0.3
H -3.010121 -2.087150 2.947787 -0.4 -0.4 -0.6
H -4.427051 2.631029 -0.513849 -0.3 -0.1 -0.1
H 2.537799 -2.046359 -2.267303 0.1 -0.2 -0.1
H -4.984479 -3.522268 3.443250 -0.1 -0.1 -0.1
H 4.552611 1.401601 1.868726 -1.5 -1.1 0.1
H -2.095921 0.731842 6.264314 0.0 -0.2 -0.4
H 3.349724 0.619847 2.995637 0.3 -0.3 -0.3
H 1.140650 5.181062 -3.488003 -0.5 -0.2 0.4
H -1.868612 2.079423 5.227749 0.2 0.2 -0.3
H 3.462142 3.589137 2.004388 -0.2 -0.1 -0.1
H 2.606653 -1.720249 -4.045936 0.0 0.0 0.6
H 2.849683 0.711616 -4.920577 -0.2 -0.8 -1.0
H 2.536138 -4.301825 -1.589412 0.0 0.0 0.8
H -3.586515 3.746366 1.893252 0.1 0.1 -0.1
H -1.076994 -1.946033 -4.541427 0.3 0.1 -0.3
H 0.319498 -3.302646 -1.622818 0.2 -0.6 0.5
H 0.590605 1.156627 -5.385265 -0.1 0.8 0.0
H 2.593446 2.811190 3.277107 0.0 -0.5 1.2
H 0.225569 4.432643 0.618136 -0.3 -0.2 -0.2
H 4.337770 0.655550 -3.967913 0.3 -0.1 -0.2
H 1.437080 -5.621243 -1.281805 0.5 0.9 1.0
H 0.876081 0.781014 5.380470 -0.2 -0.2 0.2
H -4.587922 -1.441214 -1.024845 0.4 -0.3 0.2
H -1.878930 0.741842 -2.573571 -0.1 0.2 0.3
H 3.618390 -0.106659 1.278869 0.2 0.8 1.2
H 1.144206 -0.080221 3.119971 1.0 0.0 0.1
H 0.818543 -0.949802 4.962969 -0.1 0.2 0.0
H -2.117412 4.608232 1.278323 -0.4 0.1 0.2
H -2.264998 0.317485 -4.217547 0.3 0.3 0.1
H 4.498199 0.324123 -1.694549 -0.2 0.2 0.3
```
Positions in Å, forces in eV/Å.

Entry 2:
Entry from the OMol25 dataset: 10 unconnected molecules or ions with the total composition C40H60O30 in a non-equilibrium geometry (wB97M-V/def2-TZVPD).

Values from the calculation:
**SMILES**: C[C@H]1COC(=O)O1.C[C@H]1COC(=O)O1.C[C@H]1COC(=O)O1.C[C@H]1COC(=O)O1.C[C@H]1COC(=O)O1.C[C@H]1COC(=O)O1.C[C@H]1COC(=O)O1.C[C@H]1COC(=O)O1.C[C@H]1COC(=O)O1.C[C@H]1COC(=O)O1
**Lowest unoccupied orbital energy**: -0.318 eV
**ΔE to the lowest compared entry with this formula, charge and spin**: 10.9955 eV
**E_tot**: -3817.1799 a.u.
**Net charge**: 0
**Frontier orbital gap**: 9.73 eV
**E_HOMO**: -10.050 eV

Geometry as XYZ:
```
130
Properties=species:S:1:pos:R:3:forces:R:3
O -30.082260 13.511860 -18.893560 -2.7 3.1 -4.0
O -12.348730 24.780820 -18.570040 0.4 0.2 1.7
O -16.684250 29.669890 -25.215180 0.0 1.1 1.9
O -22.253480 26.038520 -28.671560 1.0 -0.6 -0.4
O -29.920430 12.346480 -17.235220 3.2 -3.6 5.4
O -23.029620 28.140160 -29.247360 0.2 -4.5 2.2
O -29.753390 23.023330 -23.892300 0.6 -2.3 -0.1
O -25.488150 30.766250 -17.395010 1.3 1.6 2.3
O -12.488660 24.666930 -20.731000 -0.7 -1.5 -1.6
O -23.424720 27.236880 -27.269150 -1.4 -0.1 1.3
O -17.001490 31.322620 -23.631250 0.6 -0.8 -0.4
O -21.670820 9.195770 -16.690280 -0.4 -0.6 -1.6
O -21.362910 21.878340 -11.863710 -2.4 0.0 1.8
O -18.383100 14.742050 -25.143910 1.7 -1.9 0.9
O -22.540720 21.383770 -20.403000 -1.5 0.0 -0.4
O -17.496360 12.607810 -24.802580 -0.6 0.5 -1.4
O -17.874000 13.924530 -23.129270 -0.4 1.2 1.4
O -18.603830 29.956980 -24.230480 -0.5 -2.3 -1.3
O -20.840570 22.891400 -20.884630 -2.8 -4.9 2.5
O -31.914670 12.422900 -18.283650 3.4 0.3 0.9
O -20.860340 11.068730 -17.548960 0.5 1.2 -0.2
O -22.274400 9.806150 -18.806910 3.1 0.6 3.4
O -12.642690 22.795150 -19.558210 0.3 0.2 4.2
O -23.504150 31.636670 -17.965420 -1.2 -0.6 -1.1
O -24.714870 30.249970 -19.335540 0.5 -0.8 -1.3
O -20.459810 20.746550 -20.289130 1.5 0.8 0.3
O -19.896540 22.163430 -10.149050 -0.6 -0.5 -0.7
O -19.367560 21.383640 -12.090860 7.1 -2.6 -2.6
O -27.824980 22.462840 -24.864420 -3.5 0.3 -0.8
O -29.596280 23.385680 -26.088520 2.7 -1.5 1.4
C -20.862420 18.550600 -19.363010 0.3 0.8 -0.7
C -23.119040 26.070710 -26.581530 -0.4 -1.0 2.6
C -26.481240 29.919670 -17.847270 -0.1 0.7 -0.9
C -30.912450 23.675440 -25.779820 -1.5 0.0 -2.4
C -19.909250 21.094390 -13.282540 -0.8 -2.0 -4.1
C -22.956670 27.128120 -28.475230 1.0 6.4 -4.2
C -25.345390 27.857770 -18.934260 1.3 0.8 -0.1
C -12.478290 24.120950 -19.534980 0.2 1.0 1.3
C -20.981920 9.704360 -15.613160 1.4 1.5 1.8
C -30.706850 12.689930 -18.128270 -7.1 0.1 -2.5
C -21.399890 21.270240 -13.146160 -1.2 2.8 -0.2
C -16.106390 10.842060 -24.023800 -0.9 0.0 0.5
C -19.201880 30.611640 -23.215400 -1.0 2.6 0.9
C -14.220390 21.598250 -20.790750 -2.4 -1.4 1.7
C -20.155270 21.782780 -11.265180 -4.3 3.5 5.4
C -21.311120 21.751490 -20.482810 4.3 6.6 -3.3
C -21.116530 19.572600 -20.467440 -1.7 -3.6 0.2
C -21.576700 9.998990 -17.781560 -4.6 -1.6 -3.3
C -25.774420 29.325120 -19.091200 -2.6 -1.0 0.4
C -20.452910 11.114950 -16.213090 0.7 -1.9 2.2
C -28.761730 13.340510 -18.909880 2.3 -1.1 2.0
C -18.042660 31.539480 -22.728330 -1.0 1.9 2.5
C -17.356260 11.726320 -23.646320 2.0 1.9 -0.5
C -17.889600 13.874070 -24.447400 -2.3 0.0 -1.6
C -21.319560 24.379550 -27.003350 -0.3 -1.1 -1.0
C -22.573770 19.941550 -20.438710 -1.9 0.7 0.3
C -31.758190 22.628520 -26.520850 -1.1 -0.4 0.1
C -12.953230 23.585620 -21.543740 0.1 0.9 -4.1
C -22.505800 25.130140 -27.556250 -0.2 0.8 -1.0
C -28.564680 12.781810 -17.452040 -0.5 1.2 -1.2
C -17.092220 12.879080 -22.653510 1.5 -1.5 1.0
C -24.473300 30.982490 -18.256640 0.6 0.0 2.0
C -30.924310 23.671270 -24.332450 -0.1 0.6 5.0
C -12.954380 22.314440 -20.772660 1.3 -0.1 -2.8
C -17.330790 30.237860 -24.356620 1.7 -0.6 -3.6
C -29.009250 22.817120 -24.933120 5.3 0.8 -1.4
C -19.903790 8.674280 -15.124250 0.8 1.5 -2.3
C -18.291860 33.095610 -22.460770 -0.8 -0.7 1.0
C -28.041870 14.608510 -19.187850 1.5 -0.8 -0.8
C -22.140890 22.328050 -14.028230 0.9 -0.1 -0.1
H -12.302010 23.470330 -22.410190 0.3 0.3 0.0
H -14.906530 22.156540 -20.153860 -0.1 0.2 0.2
H -19.606080 29.903830 -22.491710 0.2 0.2 0.3
H -23.203390 19.708770 -19.579930 0.6 -0.6 0.3
H -19.413830 21.686450 -14.052040 -0.2 0.0 -0.1
H -23.978060 25.546340 -26.162950 -0.5 0.5 0.0
H -20.427050 24.955470 -26.758770 -0.4 0.4 0.0
H -17.504440 33.848820 -22.488240 0.6 -0.6 -1.3
H -22.515620 26.296880 -25.702420 0.5 0.2 -0.2
H -19.289550 8.792800 -14.231640 -1.3 -0.1 0.8
H -28.375780 13.626770 -16.789880 0.2 -0.4 0.4
H -19.368180 11.203930 -16.153580 0.0 -0.1 -0.2
H -26.508540 29.406880 -19.892750 0.4 0.0 -0.4
H -27.827020 11.979890 -17.422500 -0.4 0.0 0.4
H -15.912370 10.040260 -23.311360 -0.1 0.1 0.1
H -13.911500 23.808540 -22.012920 -0.3 0.3 0.5
H -31.044520 24.725900 -26.039050 -0.7 -0.2 -0.8
H -15.201530 11.443460 -24.111250 -0.2 0.4 0.4
H -17.291440 12.639820 -21.608920 -0.4 0.2 -0.1
H -16.049230 13.191530 -22.704910 0.2 -0.1 0.0
H -14.090280 20.657310 -20.256140 0.0 -0.2 0.0
H -28.515250 12.475400 -19.525460 0.3 0.4 -0.9
H -19.216030 33.501160 -22.872510 0.2 -0.2 -0.7
H -31.567550 21.605800 -26.195570 0.4 0.1 0.7
H -16.167740 10.382660 -25.010360 -0.7 0.0 0.1
H -32.835470 22.727390 -26.387410 -0.1 0.4 0.2
H -23.327980 24.588070 -28.023450 0.4 -1.2 0.6
H -19.824020 18.228840 -19.442350 0.0 0.0 0.6
H -27.012420 14.252430 -19.227070 0.5 0.5 0.2
H -23.144800 19.585400 -21.296130 0.2 0.3 -0.3
H -12.111900 21.683040 -21.054910 -0.1 -0.2 -0.4
H -26.832030 29.289880 -17.029710 0.4 -0.4 -0.3
H -26.005890 27.134900 -18.455410 -0.6 0.6 -0.2
H -21.033990 23.607220 -27.717550 0.2 0.0 -0.1
H -28.196800 14.950160 -20.211260 -0.5 0.3 0.2
H -28.122370 15.372400 -18.414490 -0.3 -0.1 -0.2
H -17.793640 31.121210 -21.753070 0.7 0.1 0.0
H -21.506210 17.682840 -19.506670 0.0 0.1 0.1
H -21.976190 20.346080 -13.189780 0.2 -0.2 0.5
H -22.895070 22.882350 -13.469610 -0.1 -0.5 0.3
H -20.875040 11.881990 -15.563830 -0.3 0.5 -0.8
H -22.593230 21.923800 -14.933810 0.1 -0.2 0.1
H -30.639760 24.588770 -23.817350 -1.4 1.2 -0.8
H -18.460190 33.253900 -21.395550 -0.4 -0.8 0.4
H -20.016240 31.200710 -23.637190 -0.3 0.0 0.2
H -21.691630 9.984020 -14.834560 -0.1 -0.4 0.1
H -19.092380 8.983450 -15.783130 0.4 -0.5 -0.7
H -31.643390 23.194380 -23.666420 -1.1 0.1 -1.0
H -20.159950 7.672080 -15.467860 -0.1 0.0 0.7
H -27.290370 30.602420 -18.106620 -0.5 -0.4 -0.4
H -21.153460 19.118380 -18.479260 0.5 -0.6 0.6
H -31.614440 22.508300 -27.594620 0.4 0.9 0.0
H -18.323970 11.320550 -23.351390 0.1 -0.8 -0.6
H -24.471100 27.884430 -18.283870 0.3 -0.2 -0.1
H -19.853460 20.030610 -13.513560 1.1 -0.1 -0.1
H -21.440850 23.111210 -14.319280 0.2 -0.1 -0.2
H -14.867600 21.375300 -21.638980 1.0 0.3 -0.8
H -21.654890 23.808380 -26.137670 0.0 0.2 0.2
H -20.954010 19.084740 -21.428520 0.7 0.4 -0.3
H -25.065370 27.477450 -19.916620 0.2 -0.1 0.2
```
Positions in Å, forces in eV/Å.